The following is a quantum chemistry calculation of a 11-piece molecular cluster, C36H102F3N10O16 overall at a distorted geometry, from the Open Molecules 2025 dataset.

Lowest unoccupied orbital energy   -9.9768 eV
Net charge   +5
Orbital gap   7.5 eV

```
167
Properties=species:S:1:pos:R:3:mulliken_charge:R:1
C -1.400 0.231 -3.571 -0.744
C -0.689 1.128 -4.560 0.683
C -1.495 1.572 -5.772 -0.925
O -0.739 2.588 -6.409 -0.397
C -1.412 3.230 -7.487 -0.815
N -0.300 2.368 -3.775 0.440
H 0.559 2.301 -3.233 0.149
H -0.204 3.201 -4.360 0.565
H -1.015 2.626 -3.085 0.058
H -0.674 -0.132 -2.846 -0.044
H -1.699 -0.668 -4.122 0.102
H -2.337 0.535 -3.106 0.450
H 0.226 0.576 -4.772 0.174
H -2.424 1.957 -5.335 0.400
H -1.731 0.821 -6.527 0.484
H -2.106 4.026 -7.218 0.341
H -1.983 2.582 -8.161 0.319
H -0.677 3.588 -8.207 0.284
C -4.528 -3.840 -5.168 -1.354
C -3.300 -3.800 -6.053 -0.124
C -1.975 -4.128 -5.315 -0.416
O -0.906 -3.946 -6.243 -0.395
C 0.321 -4.510 -5.789 -1.059
N -3.388 -4.882 -7.142 -0.263
H -4.100 -4.593 -7.816 0.380
H -2.539 -4.772 -7.703 0.350
H -3.555 -5.829 -6.808 0.339
H -4.680 -4.845 -4.773 0.374
H -5.394 -3.678 -5.813 0.443
H -4.491 -3.049 -4.423 0.369
H -3.198 -2.923 -6.691 0.426
H -1.967 -5.183 -5.031 0.462
H -1.961 -3.430 -4.475 0.185
H 0.170 -5.574 -5.587 0.491
H 0.510 -4.138 -4.772 0.361
H 1.278 -4.287 -6.255 0.422
C 1.948 -2.065 -3.716 -1.008
C 3.301 -2.693 -3.253 0.267
C 3.695 -4.121 -3.595 -0.925
O 3.727 -4.229 -4.990 -0.338
C 3.692 -5.561 -5.492 -0.751
N 4.474 -1.776 -3.697 -0.183
H 4.316 -0.791 -3.447 0.177
H 5.394 -1.991 -3.317 0.402
H 4.526 -1.610 -4.706 0.409
H 1.179 -2.615 -3.174 0.215
H 1.811 -2.131 -4.790 0.439
H 1.926 -1.085 -3.235 0.377
H 3.399 -2.593 -2.170 0.213
H 3.004 -4.833 -3.131 0.446
H 4.688 -4.381 -3.207 0.508
H 4.134 -5.593 -6.488 0.274
H 2.662 -5.906 -5.587 0.231
H 4.309 -6.261 -4.926 0.370
C 0.659 -4.838 5.520 -0.935
C 0.740 -5.798 4.293 0.280
C -0.645 -6.169 3.772 -0.531
O -0.573 -6.833 2.527 -0.507
C -1.072 -6.142 1.376 -0.468
N 1.545 -5.109 3.142 -0.005
H 1.376 -5.768 2.377 0.458
H 0.908 -4.333 2.901 -0.288
H 2.518 -4.870 3.279 0.379
H 0.345 -3.837 5.222 -0.130
H 1.687 -4.643 5.835 0.394
H 0.085 -5.281 6.328 0.444
H 1.385 -6.668 4.403 0.516
H -1.450 -5.429 3.738 0.137
H -1.005 -6.838 4.560 0.451
H -1.946 -5.630 1.782 0.230
H -1.404 -6.832 0.603 0.362
H -0.286 -5.537 0.917 0.140
C 0.748 5.057 -0.284 -0.013
C 2.086 5.659 0.052 0.253
C 2.856 5.143 1.275 -0.005
O 3.837 6.123 1.533 -0.486
C 4.752 5.720 2.548 -0.755
N 2.975 5.498 -1.161 0.022
H 3.333 4.534 -1.096 0.014
H 2.526 5.498 -2.075 0.389
H 3.738 6.173 -1.136 0.427
H 0.275 4.961 0.702 -0.593
H 0.689 4.032 -0.652 -0.228
H 0.020 5.681 -0.799 0.615
H 1.947 6.737 0.130 0.300
H 3.383 4.209 1.039 0.254
H 2.289 4.942 2.187 0.095
H 5.630 6.369 2.580 0.326
H 5.315 4.822 2.269 0.253
H 4.322 5.724 3.548 0.311
C -4.331 4.817 3.075 -1.424
C -3.015 5.622 2.965 -0.317
C -1.786 4.727 2.952 -0.156
O -0.631 5.474 2.606 -0.009
C -0.054 6.309 3.593 -1.077
N -3.168 6.352 1.648 -0.025
H -2.289 6.746 1.305 0.341
H -3.278 5.625 0.929 0.144
H -3.921 7.018 1.784 0.416
H -4.412 4.163 2.207 0.379
H -5.213 5.458 3.119 0.468
H -4.398 4.315 4.040 0.374
H -2.909 6.423 3.696 0.474
H -1.924 3.990 2.157 -0.157
H -1.487 4.234 3.880 0.476
H -0.680 7.196 3.738 0.334
H 0.909 6.739 3.327 0.309
H -0.005 5.808 4.563 0.392
C 4.111 0.922 2.642 -1.425
C 3.175 0.578 3.819 0.525
C 1.886 1.411 3.950 0.056
O 1.309 1.179 5.205 -0.302
C 1.505 2.227 6.133 -0.699
N 2.727 -0.886 3.616 -0.039
H 2.615 -1.434 4.473 0.442
H 1.801 -0.960 3.173 -0.447
H 3.449 -1.475 3.205 0.415
H 4.281 1.999 2.643 0.225
H 3.705 0.517 1.717 0.426
H 5.120 0.547 2.826 0.409
H 3.675 0.605 4.786 0.404
H 1.185 1.199 3.136 -0.576
H 2.030 2.470 3.712 0.500
H 2.577 2.304 6.345 0.357
H 0.920 1.909 6.995 0.300
H 1.213 3.249 5.876 0.172
C -2.015 0.527 4.184 -0.970
C -2.620 -0.741 4.721 -0.125
C -3.650 -1.482 3.855 -0.148
O -4.047 -2.744 4.311 -0.416
C -4.920 -3.395 3.361 -0.608
N -1.507 -1.728 5.134 0.146
H -2.000 -2.564 5.460 0.518
H -0.890 -2.002 4.358 -0.372
H -0.940 -1.447 5.933 0.414
H -1.464 1.155 4.884 0.441
H -2.868 1.170 3.946 0.422
H -1.413 0.401 3.285 -0.114
H -3.118 -0.527 5.669 0.437
H -3.129 -1.532 2.888 -0.124
H -4.459 -0.775 3.648 0.500
H -4.284 -3.395 2.471 0.230
H -5.860 -2.851 3.291 0.313
H -5.014 -4.422 3.701 0.257
N 3.306 1.835 -1.727 1.053
O 2.182 2.104 -2.189 -0.840
O 3.810 0.701 -1.948 -0.792
O 3.992 2.671 -1.130 -0.817
N -3.079 4.059 -1.289 0.923
O -4.268 3.878 -1.021 -0.631
O -2.546 5.113 -0.859 -0.714
O -2.434 3.202 -1.948 -0.791
C 0.106 -1.848 1.272 -0.323
O 0.515 -0.482 1.579 0.556
O -0.046 -2.446 2.467 -0.157
C -1.114 -1.845 0.271 0.065
F -2.180 -1.247 0.819 -0.353
F -0.881 -1.322 -0.929 0.061
F -1.600 -3.128 0.059 -0.315
C 0.679 0.444 0.500 0.047
C -0.369 1.570 0.565 0.817
H -1.018 1.531 -0.307 0.569
H -0.881 1.541 1.528 -0.616
H 0.141 2.533 0.641 -0.505
H 0.752 0.184 -0.552 -0.513
H 1.596 0.987 0.751 0.073
H 0.871 -2.279 0.600 -0.023
```